1.
Entry from the OMol25 dataset: C24H31BN8PPtS as an isolated structure in a non-equilibrium geometry (ωB97M-V with the def2-TZVPD basis set).

**Molecular weight**: 700.5 g/mol
**Energy relative to the best compared isomer or geometry (same formula, charge and spin)**: 33.0 kcal per mole
**HOMO-LUMO gap**: 0.2936 Ha
**E_HOMO**: -11.04 eV
**E**: -61353.443 eV
**Total charge**: +1
**LUMO level**: -3.0508 eV

CARTESIAN COORDINATES (ANGSTROEM)
Pt (-0.19, 0.62, 0.28)
S (1.22, 3.52, 0.29)
P (-2.39, 0.91, 0.44)
N (-4.51, 2.50, -0.12)
N (0.85, -1.00, 2.53)
N (-0.11, 2.67, 0.84)
N (-0.09, -1.10, 1.58)
N (2.60, 0.20, 1.14)
N (-4.97, 0.13, 0.23)
N (-4.42, 1.55, 2.14)
N (1.84, 0.49, 0.09)
C (3.88, 0.12, 0.75)
C (2.41, 5.31, 1.91)
C (-0.17, 4.94, -3.79)
C (2.62, 0.55, -1.00)
C (-0.26, 3.60, -3.45)
C (3.94, 0.34, -0.62)
C (0.34, 5.86, -2.88)
C (0.03, 5.65, 1.59)
C (-2.99, 1.28, 2.13)
C (1.28, 7.08, 3.06)
C (-0.96, -2.03, 1.97)
C (-5.28, 1.33, -0.54)
C (-3.09, 2.36, -0.44)
C (0.74, 5.45, -1.62)
C (-0.58, -2.55, 3.20)
C (1.21, 4.96, 1.32)
C (0.63, 4.11, -1.28)
C (-3.62, -0.37, -0.05)
C (0.07, 6.72, 2.46)
C (0.57, -1.86, 3.51)
C (-4.74, 2.72, 1.31)
C (2.44, 6.38, 2.79)
C (0.15, 3.18, -2.19)
C (-5.18, 0.41, 1.65)
B (2.02, 0.05, 2.56)
H (-5.79, 2.96, 1.45)
H (1.30, 7.92, 3.75)
H (1.22, -1.92, 4.37)
H (4.81, 0.33, -1.25)
H (-1.06, -3.32, 3.77)
H (-1.79, -2.30, 1.33)
H (-2.75, 0.44, 2.79)
H (2.19, 0.75, -1.97)
H (0.14, 2.47, 1.81)
H (-3.53, -0.60, -1.11)
H (-0.83, 7.27, 2.68)
H (1.62, 1.12, 2.98)
H (-0.64, 2.88, -4.16)
H (-4.14, 3.57, 1.64)
H (0.42, 6.90, -3.15)
H (-5.09, 1.14, -1.60)
H (3.31, 4.74, 1.70)
H (-4.92, -0.48, 2.23)
H (-3.45, -1.29, 0.51)
H (-2.53, 3.24, -0.13)
H (-0.49, 5.27, -4.77)
H (-0.89, 5.34, 1.12)
H (0.09, 2.13, -1.93)
H (4.65, -0.11, 1.46)
H (-2.44, 2.15, 2.49)
H (-2.97, 2.24, -1.52)
H (-6.34, 1.55, -0.41)
H (2.88, -0.41, 3.24)
H (1.14, 6.17, -0.92)
H (3.37, 6.67, 3.26)
H (-6.24, 0.61, 1.79)

=====

2.
Entry from the OMol25 dataset: one molecule with the formula C24H31ClF14N2O7S in a non-equilibrium geometry (ωB97M-V with the def2-TZVPD basis set).

**Molecular weight**: 793.0 g/mol
**HOMO-LUMO gap**: 0.3539 Ha
**E_HOMO**: -9.61 eV
**E**: -104102.391 eV
**LUMO level**: 0.0217 eV
**Structure (SMILES)**: CCOCCOC[C@]1(OCC)C(=O)N[C@](CC(=O)N(C)C)([C@H](Cl)CC)[C@]1(C(F)(F)C(F)(F)C(F)(F)F)S(=O)(=O)C(F)(F)C(F)(F)C(F)(F)F

CARTESIAN COORDINATES (ANGSTROEM)
Cl (-3.92, -0.24, 1.83)
S (0.62, 0.30, 1.84)
F (-1.85, -1.60, 3.00)
F (-2.66, -3.99, 2.38)
F (0.73, 4.88, 2.64)
F (0.18, -2.29, 3.46)
F (0.17, 3.17, 3.93)
F (-0.22, 2.71, 1.32)
F (2.10, 4.16, 4.18)
F (0.81, -2.72, 1.03)
F (-1.39, -4.11, 4.12)
F (1.44, 2.15, 0.05)
F (2.71, 2.01, 2.99)
F (2.69, 3.61, 1.53)
F (-0.61, -4.78, 2.22)
F (-1.26, -2.86, 0.39)
O (-0.16, 0.53, 3.03)
O (1.84, -0.38, 2.11)
O (0.24, -1.96, -1.44)
O (-4.86, -0.21, -1.22)
O (-0.04, 0.80, -2.71)
O (2.47, 0.22, -1.82)
O (5.43, -0.09, -0.05)
N (-1.08, 1.05, -0.71)
N (-3.26, 0.46, -2.77)
C (2.00, -0.54, -0.71)
C (-3.74, 1.83, -2.84)
C (-2.59, -0.87, -0.75)
C (4.85, -0.28, -1.34)
C (6.21, -1.00, 1.99)
C (-0.34, -0.67, 0.59)
C (-1.69, 0.01, 0.14)
C (-2.52, 0.74, 1.24)
C (0.96, 2.05, 1.28)
C (1.16, 3.77, 3.27)
C (-3.82, -0.30, -3.89)
C (3.74, 0.75, -1.56)
C (-3.69, -0.17, -1.53)
C (-1.40, -3.87, 2.79)
C (-0.40, -2.13, 1.14)
C (-3.12, 2.09, 0.83)
C (1.91, 2.81, 2.28)
C (0.46, -0.73, -0.78)
C (-0.86, -2.40, 2.61)
C (0.56, -2.04, -2.82)
C (-3.64, 2.81, 2.09)
C (-0.68, -2.41, -3.65)
C (5.26, -1.18, 0.82)
C (-0.16, 0.43, -1.58)
H (-0.40, -3.14, -4.40)
H (-1.41, -2.85, -2.98)
H (1.28, -2.85, -2.94)
H (-2.00, -1.38, -1.50)
H (-3.63, -1.36, -3.79)
H (6.29, 0.04, 2.26)
H (-4.89, -0.09, -4.02)
H (1.02, -1.17, -3.26)
H (-3.31, 2.44, -2.05)
H (-3.99, 1.96, 0.19)
H (-3.33, 0.05, -4.79)
H (2.40, -0.07, 0.17)
H (2.45, -1.53, -0.77)
H (-4.64, 2.49, 2.37)
H (4.50, -1.30, -1.47)
H (3.99, 1.34, -2.44)
H (7.20, -1.38, 1.78)
H (3.73, 1.45, -0.73)
H (-3.43, 2.27, -3.78)
H (-1.06, -1.52, -4.14)
H (-1.97, 0.93, 2.14)
H (5.65, -0.12, -2.06)
H (5.51, -2.13, 0.34)
H (-4.83, 1.91, -2.78)
H (-1.69, 1.58, -1.32)
H (-2.37, 2.75, 0.42)
H (4.25, -1.24, 1.21)
H (-3.05, -1.67, -0.20)
H (5.82, -1.54, 2.85)
H (-2.94, 2.74, 2.91)
H (-3.72, 3.86, 1.85)

=====

3.
Entry from the OMol25 dataset: C24H31N2O3PPrS as an isolated structure in a non-equilibrium geometry (ωB97M-V with the def2-TZVPD basis set).

**<S²>**: 2.00
**Molecular weight**: 599.5 g/mol
**Energy relative to the best compared isomer or geometry (same formula, charge and spin)**: 23.9 kcal per mole
**HOMO-LUMO gap (spin up / spin down)**: 0.2799 / 0.2822 Ha
**2S+1**: 3
**E_HOMO (spin up / spin down)**: -10.23 / -10.24 eV
**E**: -68702.427 eV
**Total charge**: +1
**LUMO level (spin up / spin down)**: -2.6119 / -2.5630 eV

CARTESIAN COORDINATES (ANGSTROEM)
Pr (-0.61, 0.31, -0.08)
S (-3.60, -0.60, -0.06)
P (0.28, -2.40, -0.27)
O (-2.41, 1.46, -0.71)
O (-2.30, -0.91, 0.71)
O (1.19, 0.64, -1.17)
N (-0.08, 2.48, 0.32)
N (1.30, 2.53, 0.21)
C (1.86, 1.60, -0.54)
C (-2.91, 2.61, -0.35)
C (0.07, 4.94, 0.11)
C (-2.11, 3.68, 0.09)
C (-4.56, -2.16, 0.11)
C (3.98, 0.71, -1.49)
C (0.91, -1.83, 1.37)
C (5.34, 0.71, -1.55)
C (-4.38, 2.83, -0.55)
C (0.90, -1.81, 3.79)
C (0.36, -2.25, 2.58)
C (1.84, -2.89, -1.10)
C (6.11, 1.63, -0.77)
C (-4.57, -2.87, -1.24)
C (2.00, -0.95, 1.40)
C (5.46, 2.54, 0.06)
C (-3.18, -0.98, -1.81)
C (2.54, -0.52, 2.60)
C (4.09, 2.56, 0.14)
C (-0.71, 3.66, 0.20)
C (-3.27, -2.49, -1.93)
C (-0.42, -4.04, 0.19)
C (1.99, -0.95, 3.80)
C (3.30, 1.63, -0.64)
H (-3.23, -2.81, -2.97)
H (2.42, -0.63, 4.74)
H (5.85, 0.01, -2.20)
H (-5.42, -2.54, -1.84)
H (-2.19, -0.56, -2.05)
H (-4.93, 1.89, -0.45)
H (-4.77, 3.55, 0.16)
H (-4.05, -2.72, 0.89)
H (3.39, 0.16, 2.60)
H (-0.49, -2.92, 2.60)
H (7.19, 1.62, -0.83)
H (-4.66, -3.95, -1.12)
H (6.03, 3.24, 0.65)
H (-3.93, -0.46, -2.41)
H (2.49, -0.65, 0.48)
H (3.40, 0.04, -2.10)
H (0.57, 5.01, -0.86)
H (-2.42, -2.94, -1.40)
H (-2.60, 4.64, 0.22)
H (3.57, 3.26, 0.78)
H (-0.59, -4.62, -0.71)
H (1.60, -3.56, -1.93)
H (2.32, -2.00, -1.51)
H (2.51, -3.39, -0.41)
H (-0.59, 5.80, 0.23)
H (-5.55, -1.89, 0.46)
H (-4.55, 3.21, -1.56)
H (0.47, -2.16, 4.72)
H (0.28, -4.57, 0.83)
H (-1.37, -3.91, 0.70)
H (0.85, 4.96, 0.87)

=====

4.
Entry from the OMol25 dataset: C24H31N3P2Ti as an isolated structure in a non-equilibrium geometry (ωB97M-V with the def2-TZVPD basis set).

**<S²>**: 0.76
**Molecular weight**: 471.3 g/mol
**HOMO-LUMO gap (spin up / spin down)**: 0.2133 / 0.2353 Ha
**2S+1**: 2
**E_HOMO (spin up / spin down)**: -9.48 / -10.05 eV
**E**: -71547.305 eV
**Total charge**: +1
**LUMO level (spin up / spin down)**: -3.6796 / -3.6503 eV

CARTESIAN COORDINATES (ANGSTROEM)
Ti (0.10, 0.19, 0.64)
P (1.09, -2.03, 0.29)
P (0.14, 1.39, -1.44)
N (2.11, 1.40, 0.98)
N (5.36, 4.04, 1.32)
N (-1.65, -0.81, -0.27)
C (-3.67, -3.38, 1.58)
C (-0.03, 3.17, -1.17)
C (-3.30, -2.16, 0.93)
C (-3.39, 2.15, -1.70)
C (-1.64, -4.41, 0.82)
C (1.58, 1.19, -2.51)
C (1.98, 2.61, 1.53)
C (4.48, 1.84, 0.79)
C (-2.08, -2.07, 0.21)
C (-4.09, -0.99, 1.03)
C (3.03, 3.53, 1.69)
C (-3.88, 0.06, 0.09)
C (-1.28, -3.25, 0.09)
C (-2.67, 0.06, -0.66)
C (4.34, 3.17, 1.25)
C (-4.83, 1.12, -0.06)
C (-1.28, 1.04, -2.56)
C (2.56, -2.28, -0.76)
C (3.38, 0.99, 0.72)
C (-2.81, -4.47, 1.56)
C (-0.01, -3.17, -0.72)
C (1.46, -3.18, 1.66)
C (-4.54, 2.19, -0.90)
C (-2.49, 1.06, -1.66)
H (2.48, 1.44, -1.95)
H (-3.07, -5.40, 2.09)
H (5.24, 4.99, 1.64)
H (-1.52, 0.10, 1.52)
H (6.29, 3.77, 1.04)
H (-1.29, 1.76, -3.36)
H (2.27, -2.72, 2.26)
H (-4.98, -0.97, 1.68)
H (2.84, 4.51, 2.04)
H (2.71, -3.34, -0.92)
H (-0.09, 3.71, -2.13)
H (2.44, -1.77, -1.72)
H (0.97, 2.87, 1.86)
H (1.75, -4.16, 1.28)
H (0.49, -4.12, -0.85)
H (5.47, 1.51, 0.55)
H (-0.98, -5.30, 0.74)
H (1.50, 1.84, -3.38)
H (0.57, -0.66, 1.89)
H (0.81, 3.55, -0.57)
H (-5.21, 3.06, -0.97)
H (-0.95, 3.38, -0.60)
H (1.67, 0.15, -2.83)
H (-4.64, -3.42, 2.04)
H (-3.17, 3.00, -2.40)
H (-0.16, -2.69, -1.68)
H (-1.11, 0.08, -3.00)
H (3.44, -1.86, -0.26)
H (0.57, -3.26, 2.30)
H (3.48, -0.08, 0.44)
H (-5.77, 1.04, 0.45)

=====

5.
Entry from the OMol25 dataset: one molecule with the formula C24H31N5O5 in a non-equilibrium geometry (ωB97M-V with the def2-TZVPD basis set).

**Molecular weight**: 469.5 g/mol
**Energy relative to the best compared isomer or geometry (same formula, charge and spin)**: 0.8 kcal per mole
**HOMO-LUMO gap**: 0.3358 Ha
**E_HOMO**: -8.61 eV
**E**: -43080.904 eV
**LUMO level**: 0.5277 eV
**Structure (SMILES)**: CCCCCC(=O)N1C[C@]2(CC(c3cccc(NC(=O)[C@@H]4CCC(=O)N4)c3)=NO2)C[C@@H]1C(N)=O

CARTESIAN COORDINATES (ANGSTROEM)
O (6.40, 0.79, 2.27)
O (-3.10, 3.41, -0.18)
O (-0.94, -0.36, -1.83)
O (-6.52, 0.72, -0.93)
O (6.96, -2.99, -2.07)
N (0.27, -0.21, -1.23)
N (6.75, -1.79, -0.14)
N (4.93, 0.06, 0.68)
N (-4.31, 0.33, -0.92)
N (-5.32, 3.03, -0.12)
C (1.23, 1.70, 1.73)
C (7.19, -2.00, -1.41)
C (3.70, 0.62, 1.07)
C (0.19, 0.54, -0.20)
C (-1.21, 1.02, 0.06)
C (3.58, 1.45, 2.18)
C (7.23, -0.58, 0.48)
C (6.14, 0.16, 1.26)
C (2.34, 1.98, 2.50)
C (2.59, 0.33, 0.30)
C (-5.87, -2.73, 2.05)
C (-5.78, -1.36, 1.38)
C (-1.95, 0.41, -1.14)
C (7.99, -0.78, -1.82)
C (-5.81, -1.43, -0.15)
C (-5.59, -0.05, -0.72)
C (-7.20, -3.46, 1.81)
C (-2.58, 1.43, -2.09)
C (-3.99, 1.62, -1.55)
C (-4.07, 2.78, -0.53)
C (1.34, 0.86, 0.62)
C (-3.14, -0.50, -0.78)
C (7.71, 0.25, -0.73)
C (-7.13, -4.50, 0.69)
H (8.58, 0.86, -0.48)
H (8.06, -0.78, 1.17)
H (-2.60, 1.01, -3.10)
H (-5.74, -2.57, 3.12)
H (2.25, 2.63, 3.35)
H (-7.98, -2.74, 1.58)
H (-7.49, -3.98, 2.73)
H (-1.59, 0.65, 1.02)
H (6.91, 0.93, -1.05)
H (4.45, 1.68, 2.77)
H (-6.60, -0.73, 1.72)
H (-4.73, 1.82, -2.34)
H (-3.05, -0.90, 0.23)
H (-4.85, -0.88, 1.70)
H (-5.05, -3.36, 1.71)
H (4.88, -0.52, -0.15)
H (0.27, 2.12, 1.99)
H (-5.48, 3.75, 0.56)
H (-6.08, 2.42, -0.41)
H (-6.86, -4.04, -0.26)
H (2.66, -0.32, -0.57)
H (7.72, -0.45, -2.82)
H (-8.09, -4.99, 0.57)
H (-6.81, -1.75, -0.48)
H (-5.07, -2.14, -0.52)
H (-1.29, 2.11, 0.07)
H (6.35, -2.54, 0.40)
H (-6.39, -5.26, 0.93)
H (-2.04, 2.37, -2.10)
H (-3.15, -1.33, -1.49)
H (9.05, -1.07, -1.83)

=====

6.
Entry from the OMol25 dataset: C24H31N6O8PS2Ti as an isolated structure in a non-equilibrium geometry (ωB97M-V with the def2-TZVPD basis set).

**Molecular weight**: 674.5 g/mol
**Energy relative to the best compared isomer or geometry (same formula, charge and spin)**: 13.2 kcal per mole
**HOMO-LUMO gap**: 0.2811 Ha
**E_HOMO**: -8.47 eV
**E**: -104788.462 eV
**LUMO level**: -0.8203 eV

CARTESIAN COORDINATES (ANGSTROEM)
Ti (0.11, -0.44, -0.42)
S (0.02, -2.14, 1.75)
S (-0.72, -0.27, 2.01)
P (-1.59, 2.36, -1.01)
O (-0.48, 1.29, -1.00)
O (-2.39, -5.73, -2.64)
O (0.94, -2.51, 2.79)
O (-3.09, -0.02, -0.31)
O (-1.01, -3.06, 1.39)
O (-1.40, -1.34, -0.94)
O (-4.23, -6.72, -2.11)
O (0.88, -1.83, 0.44)
N (1.97, 0.85, 0.34)
N (4.06, 0.80, 1.60)
N (2.73, 2.82, 1.59)
N (-2.47, 2.57, -7.10)
N (3.91, 2.15, -0.41)
N (-3.51, -5.74, -2.19)
C (1.58, 2.04, 1.16)
C (-3.99, -4.50, -1.54)
C (4.77, 1.29, 0.42)
C (-0.81, 3.86, -1.60)
C (-5.31, -4.43, -1.12)
C (-0.90, -0.76, -3.98)
C (-2.23, 2.73, 0.61)
C (0.81, 0.92, -3.97)
C (-2.89, 2.06, -2.21)
C (3.46, 3.27, 0.41)
C (-2.67, -1.11, -0.65)
C (0.11, 1.64, -4.92)
C (0.98, -0.99, -2.34)
C (-3.11, -3.45, -1.39)
C (-4.89, -2.18, -0.38)
C (-1.86, 1.95, -6.36)
C (-5.75, -3.26, -0.53)
C (-1.60, -0.05, -4.94)
C (2.91, 0.03, 1.18)
C (3.61, 1.95, 2.38)
C (-1.11, 1.17, -5.40)
C (2.76, 1.37, -0.82)
C (-3.57, -2.28, -0.81)
C (0.31, -0.28, -3.46)
H (-0.39, 3.67, -2.59)
H (4.32, 3.86, 0.72)
H (5.11, 0.44, -0.18)
H (0.00, 4.17, -0.93)
H (-3.84, 1.89, -1.71)
H (-2.53, -0.43, -5.33)
H (-6.78, -3.19, -0.19)
H (-2.96, 2.91, -2.88)
H (-1.54, 4.67, -1.67)
H (1.76, 1.29, -3.62)
H (1.04, 1.67, 2.03)
H (4.47, 2.53, 2.71)
H (0.93, 2.66, 0.55)
H (3.06, 1.60, 3.25)
H (5.64, 1.87, 0.74)
H (-2.39, 1.80, 1.16)
H (0.52, 2.57, -5.31)
H (2.09, 1.98, -1.43)
H (2.81, 3.91, -0.20)
H (2.36, -0.33, 2.05)
H (3.23, -0.83, 0.59)
H (2.06, -0.85, -2.35)
H (3.11, 0.52, -1.41)
H (0.76, -2.06, -2.35)
H (-5.95, -5.28, -1.26)
H (-3.19, 3.23, 0.50)
H (-2.08, -3.55, -1.69)
H (-1.29, -1.70, -3.63)
H (-5.22, -1.26, 0.08)
H (-1.54, 3.38, 1.13)
H (-2.64, 1.16, -2.78)

=====

7.
Entry from the OMol25 dataset: C24H32As2N3O11Zr as an isolated structure (ωB97M-V with the def2-TZVPD basis set).

**Molecular weight**: 779.6 g/mol
**Energy relative to the best compared isomer or geometry (same formula, charge and spin)**: 0.0 kcal per mole
**HOMO-LUMO gap**: 0.2374 Ha
**E_HOMO**: -10.44 eV
**E**: -175354.611 eV
**Total charge**: +1
**LUMO level**: -3.9858 eV

CARTESIAN COORDINATES (ANGSTROEM)
Zr (0.96, 0.25, -0.15)
As (-0.92, -0.44, -2.39)
As (-1.83, -3.42, -4.48)
O (-3.42, 0.15, -0.86)
O (-4.88, -3.15, -4.50)
O (0.36, 2.13, -0.76)
O (3.77, 2.54, -0.99)
O (2.61, -2.12, -3.21)
O (1.78, -0.39, -2.09)
O (-4.92, -2.93, -2.26)
O (2.68, 1.09, 0.32)
O (1.03, -4.57, -4.87)
O (1.61, -2.66, -5.91)
O (-4.80, -0.12, -2.61)
N (-1.05, 0.71, 0.96)
N (0.99, 3.23, 1.21)
N (0.79, -1.54, 1.00)
C (-5.82, 0.62, -1.90)
C (1.69, -0.15, 2.92)
C (-0.95, 1.08, -3.60)
C (-0.07, -2.61, -4.22)
C (-1.18, 2.19, 1.01)
C (-2.99, -2.24, -3.41)
C (2.31, 3.48, 0.65)
C (-0.61, -2.95, 2.07)
C (1.62, -1.35, -2.87)
C (1.98, -5.30, -5.68)
C (-3.67, -0.31, -1.96)
C (0.14, 2.66, 0.46)
C (-0.31, -3.32, -0.44)
C (-4.38, -2.79, -3.46)
C (-0.09, -2.62, 0.86)
C (0.97, -3.26, -5.09)
C (-2.17, -2.66, -6.26)
C (-6.26, -3.48, -2.25)
C (0.26, -1.65, -3.35)
C (-2.68, -1.15, -2.71)
C (2.99, 2.35, -0.11)
C (3.92, -1.79, -2.68)
C (-0.03, -2.08, 3.04)
C (0.82, -1.24, 2.37)
H (-6.07, 0.10, -0.98)
H (-6.93, -2.81, -2.77)
H (-1.41, -3.04, -6.94)
H (-3.15, -3.00, -6.57)
H (-1.14, 0.76, -4.62)
H (-5.46, 1.62, -1.67)
H (-6.27, -4.45, -2.73)
H (1.73, -5.19, -6.74)
H (-1.05, 0.30, 1.90)
H (1.65, -0.17, 4.01)
H (0.62, -3.39, -1.02)
H (-0.63, -4.34, -0.24)
H (-2.00, 2.50, 0.36)
H (4.60, -2.48, -3.18)
H (-1.84, 0.29, 0.47)
H (-0.18, -2.10, 4.11)
H (1.90, -6.33, -5.37)
H (2.97, 3.75, 1.47)
H (-1.28, -3.77, 2.27)
H (4.16, -0.76, -2.91)
H (2.73, -0.28, 2.61)
H (-1.73, 1.76, -3.26)
H (-6.53, -3.57, -1.20)
H (-1.35, 2.55, 2.02)
H (0.01, 1.60, -3.53)
H (3.93, -1.95, -1.61)
H (-2.14, -1.58, -6.23)
H (2.98, -4.91, -5.51)
H (1.39, 0.86, 2.62)
H (-1.08, -2.86, -1.06)
H (2.28, 4.33, -0.03)
H (-6.67, 0.67, -2.57)